A structure of composition C21H10CdCl4NO2SbSe4 at a distorted geometry, computed with ωB97M-V/def2-TZVPD.

```
44
Properties=species:S:1:pos:R:3
Cd -0.386 0.648 1.524
Cl 4.869 4.134 -1.351
C 3.967 2.985 -0.400
C 4.586 1.873 0.133
Cl 6.283 1.587 -0.137
C 3.829 0.965 0.900
Cl 4.560 -0.478 1.557
C 2.476 1.157 1.160
O 1.751 0.310 1.849
C 1.833 2.322 0.613
O 0.557 2.520 0.850
C 2.593 3.187 -0.166
Cl 1.767 4.561 -0.853
C -4.021 2.578 -0.199
C -4.422 1.734 -1.227
C -3.647 0.634 -1.569
C -2.463 0.351 -0.885
C -2.117 1.205 0.149
C -2.852 2.309 0.503
C -1.587 -0.802 -1.256
C -1.935 -1.702 -2.306
C -1.102 -2.726 -2.618
C 0.108 -2.897 -1.906
C 1.032 -3.936 -2.173
C 2.182 -4.031 -1.445
C 2.456 -3.095 -0.417
C 1.581 -2.084 -0.134
C 0.384 -1.968 -0.884
N -0.469 -0.942 -0.592
H -4.624 3.435 0.079
H -5.343 1.926 -1.764
H -3.979 -0.002 -2.379
H -2.548 2.941 1.327
H -2.857 -1.573 -2.852
H -1.352 -3.417 -3.416
H 0.810 -4.648 -2.963
H 2.891 -4.825 -1.652
H 3.373 -3.171 0.156
H 1.777 -1.361 0.658
Se 0.079 0.411 6.021
Sb -2.014 0.146 4.762
Se -3.146 2.238 4.270
Se -3.215 -1.272 6.364
Se -1.664 -1.227 2.669
```

total energy: -350104.6430 eV
net charge: -2
E_HOMO (spin up / spin down): -2.27 / -2.19 eV
frontier orbital gap (spin up / spin down): 5.18 / 4.82 eV
energy above the lowest of the compared OMol25 structures with the same formula, charge and spin: 14.4 kcal/mol



A structure of composition C21H12Br2Cl8GeHgN2O3, computed with ωB97M-V/def2-TZVPD.

```
50
Properties=species:S:1:pos:R:3
Hg -0.523 -0.499 -0.142
O 2.617 -0.088 -3.707
C 3.678 0.367 -3.010
C 4.789 0.823 -3.718
C 5.903 1.287 -3.043
C 5.934 1.286 -1.652
C 4.830 0.834 -0.946
C 3.685 0.387 -1.605
C 2.452 -0.012 -0.854
O 1.522 -0.611 -1.512
N 2.440 0.322 0.418
N 1.250 0.022 1.079
C 1.292 0.178 2.352
C 0.216 0.073 3.319
C 0.588 0.311 4.654
C -0.325 0.375 5.682
C -1.685 0.208 5.377
C -2.087 -0.059 4.092
C -1.162 -0.180 3.014
O -1.600 -0.528 1.856
H 1.962 -0.395 -3.018
H 4.747 0.807 -4.801
H 6.755 1.662 -3.601
H 6.806 1.644 -1.117
H 4.833 0.823 0.135
H 2.262 0.473 2.749
H 1.642 0.469 4.863
H -0.006 0.564 6.700
H -2.424 0.285 6.169
H -3.136 -0.187 3.848
Br -2.607 2.862 -0.291
C -0.914 3.556 -0.910
Br -0.007 2.306 -2.064
H -0.296 3.728 -0.041
H -1.092 4.461 -1.470
Cl -0.296 -3.703 0.285
C -1.517 -3.308 -0.889
C -1.710 -1.973 -1.238
C -2.691 -1.722 -2.184
Cl -2.981 -0.077 -2.650
C -3.446 -2.733 -2.777
Cl -4.640 -2.369 -3.974
C -3.232 -4.054 -2.398
Cl -4.164 -5.327 -3.108
C -2.263 -4.347 -1.441
Cl -2.005 -5.985 -0.952
Cl 0.970 3.568 2.103
Ge 2.866 3.457 0.729
Cl 2.286 5.449 -0.452
Cl 4.279 4.433 2.318
```

total energy: -332056.1397 eV
net charge: -2
E_HOMO: -2.48 eV
frontier orbital gap: 6.04 eV
energy above the lowest of the compared OMol25 structures with the same formula, charge and spin: 7.5 kcal/mol



A structure of composition C21H13Br4N3O6W at a distorted geometry, computed with ωB97M-V/def2-TZVPD.

```
48
Properties=species:S:1:pos:R:3
W 0.072 -0.455 1.243
Br -3.867 -5.284 4.415
C -3.247 -3.672 3.663
C -3.992 -2.496 3.793
Br -5.628 -2.506 4.729
C -3.535 -1.304 3.230
Br -4.483 0.313 3.340
C -2.321 -1.287 2.551
O -1.801 -0.222 1.953
C -1.570 -2.469 2.427
O -0.449 -2.350 1.713
C -2.037 -3.659 2.970
Br -0.983 -5.195 2.718
O 1.896 -0.885 0.422
C 2.772 -0.110 -0.028
C 2.660 1.303 -0.143
C 3.765 1.997 -0.682
C 3.690 3.347 -0.853
C 2.536 4.076 -0.516
C 1.458 3.425 0.007
C 1.481 2.021 0.223
O 0.428 1.465 0.732
N 4.842 4.054 -1.411
O 4.738 5.254 -1.571
O 5.830 3.401 -1.682
H 3.703 -0.574 -0.366
H 4.665 1.468 -0.963
H 2.524 5.144 -0.679
H 0.556 3.953 0.284
C 1.033 -0.140 3.105
H 1.868 0.563 3.008
H 1.426 -1.081 3.500
H 0.324 0.284 3.822
N -2.251 -2.082 -2.219
C -1.761 -1.936 -0.969
N -0.917 -0.936 -0.879
C -0.842 -0.389 -2.156
C -0.102 0.688 -2.640
C -0.229 1.000 -3.979
C -1.071 0.268 -4.826
C -1.814 -0.799 -4.361
C -1.680 -1.109 -3.012
H -2.912 -2.785 -2.501
H -2.041 -2.581 -0.152
H 0.540 1.263 -1.990
H 0.330 1.831 -4.387
H -1.140 0.550 -5.868
H -2.466 -1.362 -5.015
```

total energy: -320737.7800 eV
E_HOMO (spin up / spin down): -7.69 / -8.10 eV
spin multiplicity: 3
frontier orbital gap (spin up / spin down): 6.44 / 6.57 eV
energy above the lowest of the compared OMol25 structures with the same formula, charge and spin: 1.8 kcal/mol
⟨S²⟩: 2.02



A structure of composition C21H13ClIN4O3PdS3, computed with ωB97M-V/def2-TZVPD.

```
47
Properties=species:S:1:pos:R:3
Pd -0.264 -0.741 -0.204
Cl -3.949 0.382 5.799
C -3.177 0.517 4.284
C -3.180 1.743 3.641
C -2.574 1.885 2.409
I -2.549 3.688 1.373
C -1.967 0.793 1.719
O -1.533 0.932 0.553
C -1.937 -0.484 2.425
N -1.333 -1.516 1.810
C -1.290 -2.694 2.404
C -1.886 -2.930 3.647
C -2.521 -1.894 4.292
C -2.548 -0.621 3.695
H -3.671 2.588 4.100
H -0.780 -3.491 1.875
H -1.849 -3.916 4.081
H -3.009 -2.049 5.243
C -3.822 -1.788 -0.777
C -3.104 -1.247 -1.963
C -3.732 -0.894 -3.162
C -2.937 -0.354 -4.163
N -1.642 -0.131 -3.992
C -1.118 -0.480 -2.841
S 0.555 -0.187 -2.471
N -1.794 -1.074 -1.839
H -4.578 -2.514 -1.062
H -4.324 -0.969 -0.261
H -3.103 -2.238 -0.088
H -4.788 -1.044 -3.299
H -3.333 -0.078 -5.130
O 1.748 2.547 1.809
S 1.750 1.219 2.318
O 0.862 0.920 3.409
N 1.341 0.103 1.113
C 2.213 -0.864 1.064
S 1.792 -2.260 0.198
C 3.447 -0.655 1.802
C 4.596 -1.433 1.773
C 5.700 -0.996 2.493
C 5.646 0.180 3.227
C 4.479 0.943 3.281
C 3.394 0.515 2.556
H 4.618 -2.341 1.190
H 6.611 -1.576 2.476
H 6.527 0.512 3.757
H 4.436 1.844 3.869
```

total energy: -90691.9277 eV
net charge: +1
E_HOMO (spin up / spin down): -11.29 / -11.55 eV
spin multiplicity: 5
frontier orbital gap (spin up / spin down): 7.82 / 5.40 eV
energy above the lowest of the compared OMol25 structures with the same formula, charge and spin: 0.0 kcal/mol
⟨S²⟩: 6.06



A structure of composition C21H13N3O10S2SbScSe4, computed with ωB97M-V/def2-TZVPD.

```
55
Properties=species:S:1:pos:R:3
Sc -0.534 -1.350 -0.158
O -1.698 -4.476 -2.882
C -1.227 -3.340 -2.309
O -1.364 -3.176 -1.064
C -0.599 -2.371 -3.114
C -0.292 -2.425 -4.498
C 0.356 -1.370 -5.068
C 0.707 -0.230 -4.287
C 0.390 -0.257 -2.957
N -0.236 -1.282 -2.369
C 0.625 0.850 -1.969
O 1.335 1.892 -2.280
O 0.067 0.774 -0.877
H -2.053 -4.996 -2.149
H -0.563 -3.300 -5.072
H 0.616 -1.396 -6.119
H 1.231 0.606 -4.724
H 2.122 1.715 -2.902
O -2.241 -0.478 0.281
C -3.059 -0.673 1.288
C -2.836 -1.548 2.372
C -3.812 -1.679 3.376
C -3.617 -2.531 4.450
C -2.454 -3.284 4.588
C -1.476 -3.168 3.613
C -1.623 -2.328 2.505
O -0.669 -2.253 1.612
N -4.655 -2.645 5.459
O -4.474 -3.404 6.403
O -5.676 -1.985 5.329
H -3.986 -0.100 1.280
H -4.727 -1.108 3.310
H -2.334 -3.934 5.441
H -0.552 -3.728 3.684
Se 6.820 -1.149 -2.472
Sb 4.999 0.177 -1.720
Se 2.941 -0.352 1.636
Se 2.340 -1.530 -0.310
Se 4.148 1.342 -3.699
O -0.124 5.312 2.418
S -0.240 4.369 1.340
O -1.349 4.489 0.442
N -0.161 2.830 1.959
C 0.906 2.226 1.574
S 1.054 0.604 2.239
C 1.850 3.026 0.719
C 3.084 2.726 0.166
C 3.691 3.661 -0.665
C 3.085 4.880 -0.937
C 1.860 5.200 -0.364
C 1.281 4.261 0.459
H 3.558 1.774 0.335
H 4.628 3.408 -1.143
H 3.566 5.579 -1.610
H 1.369 6.144 -0.559
```

total energy: -357233.5192 eV
net charge: -2
E_HOMO (spin up / spin down): -1.29 / -2.04 eV
frontier orbital gap (spin up / spin down): 5.10 / 5.86 eV
energy above the lowest of the compared OMol25 structures with the same formula, charge and spin: 41.9 kcal/mol



A structure of composition C21H14BaCl2N7OS2, computed with ωB97M-V/def2-TZVPD.

```
48
Properties=species:S:1:pos:R:3
Ba -0.307 -0.356 -0.286
Cl 4.936 0.232 -0.437
C 4.083 0.069 1.065
C 4.846 -0.029 2.248
C 4.232 -0.149 3.453
Cl 5.183 -0.256 4.901
C 2.814 -0.194 3.536
C 2.103 -0.323 4.751
C 0.741 -0.371 4.743
C 0.077 -0.300 3.504
N 0.698 -0.175 2.355
C 2.065 -0.106 2.346
C 2.708 0.055 1.060
O 1.981 0.177 -0.028
H 5.925 0.000 2.186
H 2.655 -0.382 5.679
H 0.175 -0.465 5.659
H -1.008 -0.346 3.475
N 2.395 -0.525 -2.932
C 1.368 -1.285 -3.365
N 0.315 -1.550 -2.622
C -0.594 -2.337 -3.314
C -0.244 -2.642 -4.581
S 1.286 -1.931 -4.961
C -1.810 -2.768 -2.594
C -2.889 -3.372 -3.138
S -4.036 -3.754 -1.911
C -2.988 -3.055 -0.746
N -1.877 -2.555 -1.217
N -3.321 -2.981 0.588
H 2.497 -0.334 -1.935
H 3.229 -0.459 -3.488
H -0.767 -3.245 -5.302
H -3.079 -3.611 -4.171
H -4.166 -3.455 0.866
H -2.559 -3.165 1.223
N -0.046 6.520 0.026
C -0.727 5.616 -0.162
C -1.578 4.480 -0.393
C -2.943 4.633 -0.604
C -3.708 3.500 -0.821
C -3.081 2.267 -0.816
N -1.768 2.108 -0.612
C -1.034 3.201 -0.406
H -3.387 5.619 -0.598
H -4.772 3.569 -0.994
H -3.653 1.362 -0.986
H 0.032 3.068 -0.248
```

total energy: -81890.3059 eV
net charge: +1
E_HOMO: -10.00 eV
frontier orbital gap: 7.14 eV
energy above the lowest of the compared OMol25 structures with the same formula, charge and spin: 0.0 kcal/mol



A structure of composition C21H14Br2ClF6N2O8S2Ti, computed with ωB97M-V/def2-TZVPD.

```
57
Properties=species:S:1:pos:R:3
Ti -0.229 -1.059 0.147
C 1.210 -2.812 2.896
C -0.279 -2.806 2.926
C -0.978 -3.338 4.039
C -2.339 -3.355 4.073
C -3.071 -2.870 2.966
C -4.481 -2.861 2.822
Br -5.582 -3.500 4.231
C -5.065 -2.401 1.680
C -4.278 -1.930 0.610
Br -5.120 -1.330 -0.966
C -2.904 -1.911 0.688
O -2.084 -1.534 -0.255
C -2.314 -2.370 1.901
N -0.952 -2.306 1.905
H 1.598 -3.545 3.602
H 1.610 -1.829 3.153
H 1.580 -3.042 1.897
H -0.400 -3.730 4.865
H -2.867 -3.753 4.930
H -6.141 -2.398 1.580
F 0.606 -4.610 -2.227
C 0.942 -3.448 -2.788
F 1.619 -3.712 -3.920
F -0.185 -2.806 -3.127
S 2.050 -2.369 -1.691
O 0.883 -2.293 -0.575
O 3.049 -3.331 -1.252
N 3.018 -0.162 -0.173
S 2.513 0.098 1.150
O 0.859 -0.239 1.326
O 3.034 -0.305 2.442
C 2.212 1.913 1.448
F 1.356 2.436 0.558
F 3.375 2.569 1.325
F 1.727 2.172 2.671
C -0.319 5.201 -2.715
C 0.922 4.374 -2.517
C 2.130 4.974 -2.184
C 3.268 4.207 -2.009
Cl 4.761 5.001 -1.579
C 3.243 2.834 -2.168
C 2.047 2.229 -2.517
C 0.898 2.989 -2.670
O -0.290 2.378 -3.057
C -1.217 2.115 -2.025
C -0.850 0.992 -1.080
O -0.133 0.029 -1.531
O -1.239 0.953 0.100
H -0.058 6.248 -2.865
H -0.979 5.147 -1.846
H -0.886 4.853 -3.579
H 2.184 6.048 -2.059
H 4.122 2.235 -1.979
H 1.993 1.158 -2.630
H -2.138 1.799 -2.520
H -1.430 3.005 -1.426
```

total energy: -255068.6462 eV
net charge: -1
E_HOMO: -5.86 eV
frontier orbital gap: 7.25 eV
energy above the lowest of the compared OMol25 structures with the same formula, charge and spin: 28.6 kcal/mol



A structure of composition C21H14Br2FO6S2 at a distorted geometry, computed with ωB97M-V/def2-TZVPD.

```
46
Properties=species:S:1:pos:R:3
C -6.496 1.055 4.092
O -6.146 -0.113 3.318
C -4.860 -0.543 3.300
C -3.801 0.050 4.039
C -2.498 -0.360 3.817
C -2.157 -1.351 2.829
C -0.843 -1.631 2.386
C 0.259 -0.817 2.699
C 1.599 -1.333 2.841
C 2.685 -0.553 3.108
Br 4.418 -1.276 3.261
C 2.566 0.925 3.280
O 3.531 1.653 3.528
C 1.180 1.444 3.130
Br 0.938 3.303 3.350
C 0.132 0.618 2.840
C -3.277 -2.057 2.287
C -4.570 -1.643 2.454
H -7.537 1.237 3.825
H -6.410 0.847 5.167
H -5.876 1.922 3.825
H -4.015 0.848 4.756
H -1.708 0.114 4.396
H -0.652 -2.623 1.675
H 1.762 -2.400 2.743
H -0.845 1.077 2.701
H -3.093 -2.938 1.689
H -5.392 -2.128 1.933
F -0.797 -1.822 -0.293
C -0.537 -2.951 0.432
S 1.131 -3.584 0.031
O 1.782 -2.710 -0.917
O 1.759 -3.939 1.289
C 0.722 -5.130 -0.783
C -0.620 -5.465 -0.781
C -1.062 -6.681 -1.298
C -0.118 -7.569 -1.817
C 1.240 -7.230 -1.825
C 1.670 -6.006 -1.308
S -1.712 -4.269 -0.028
O -2.192 -4.839 1.218
O -2.632 -3.787 -1.033
H -2.127 -6.907 -1.279
H -0.451 -8.528 -2.211
H 1.975 -7.925 -2.232
H 2.719 -5.714 -1.302
```

total energy: -198758.4146 eV
net charge: -1
E_HOMO: -4.29 eV
frontier orbital gap: 6.12 eV



- total energy of number 3 (C21H13Br4N3O6W)?
  -320737.7800 eV



- What is the total energy in the second record?
  -332056.1397 eV



- Which of these has the lowest total energy?
  C21H13N3O10S2SbScSe4